1.
{
  "formula": "C4H6BrNO",
  "method": "ωB97M-V/def2-TZVPD",
  "homo_lumo_gap_ev": 9.14,
  "e_above_lowest_kj_mol": 319.1,
  "e_homo_ev": -8.52,
  "lumo_energy_ha": 0.02257,
  "species": ["N", "Br", "O", "H", "H", "H", "H", "C", "C", "C", "H", "H", "C"],
  "xyz": [[1.68998, 1.19497, -1.31253], [-2.19593, 0.30797, -1.18456], [-0.18256, 1.89038, 1.30225], [-0.68143, -0.34240, 0.93393], [-0.37256, 2.40722, 0.48312], [-1.10961, -2.81046, -1.06797], [-0.15519, -2.64598, 0.61561], [-0.79609, -2.16400, -0.20222], [-1.10952, -0.90823, 0.02557], [1.19563, 0.84512, -0.23069], [1.33459, 0.56591, 1.77215], [1.49959, 0.64185, -2.13731], [0.88309, 1.01764, 1.00265]]
}



2.
{
  "formula": "C4H8N",
  "method": "ωB97M-V/def2-TZVPD",
  "homo_lumo_gap_ev": [8.84, 9.58],
  "total_charge": 1,
  "e_above_lowest_kj_mol": 679.3,
  "e_homo_ev": [-13.74, -14.84],
  "lumo_energy_ha": [-0.18009, -0.19304],
  "species": ["C", "C", "C", "H", "H", "H", "H", "N", "H", "C", "H", "H", "H"],
  "xyz": [[-1.08570, -0.81261, -0.88943], [0.28884, 0.13429, 1.00587], [0.63743, 0.14188, 2.19549], [-1.79242, -0.23584, -0.26707], [0.57177, 1.00486, 2.82402], [-1.31549, -1.70886, -1.36610], [1.12307, -1.22062, -0.52742], [0.30721, -0.52602, -0.25448], [0.48195, -0.06348, -2.35460], [-0.09143, 0.14510, -1.47283], [-0.10923, 1.31626, -1.35684], [0.87795, -0.77704, 2.83325], [0.10606, 2.60207, -0.36987]]
}